(1)
111
Properties=species:S:1:pos:R:3:lowdin_charge:R:1 method="wB97M-V/def2-TZVPD" relative_energy_ev=6.002 total_charge=+1 orbital_gap_ev=7.19 homo_ev=-9.5767
C -0.076 -4.153 -3.336 -0.10
O 0.706 -4.960 -2.449 -0.21
C -0.071 -5.479 -1.366 -0.23
C 0.816 -5.778 -0.079 -0.14
C 1.572 -4.447 0.268 -0.22
C 2.529 -4.529 1.516 -0.18
C 1.817 -4.360 2.918 -0.19
C 0.644 -3.311 2.941 -0.19
C -0.809 -3.946 2.956 -0.17
C -1.721 -3.475 1.752 -0.18
C -2.171 -1.962 1.884 -0.18
C -2.129 -1.172 0.529 -0.14
C -0.726 -1.212 -0.169 -0.28
C -0.776 -0.438 -1.569 -0.15
C 0.668 -0.636 -2.226 -0.61
S 0.903 0.357 -3.769 0.76
C 1.840 -0.245 -1.235 -0.12
N 1.705 -0.936 0.089 -0.07
F 2.762 -0.662 0.909 0.10
C 0.399 -0.469 0.667 -0.03
H -0.993 -3.717 -2.871 0.09
H 0.571 -3.295 -3.683 0.08
H -0.285 -4.761 -4.253 0.10
H -0.562 -6.425 -1.739 0.14
H -0.898 -4.788 -1.043 0.10
H 1.521 -6.588 -0.380 0.12
H 0.093 -6.122 0.700 0.12
H 2.228 -4.222 -0.623 0.12
H 0.813 -3.623 0.306 0.05
H 3.327 -3.753 1.416 0.10
H 2.968 -5.564 1.507 0.12
H 2.606 -3.974 3.626 0.11
H 1.513 -5.352 3.353 0.12
H 0.725 -2.689 3.877 0.11
H 0.810 -2.587 2.096 0.07
H -0.686 -5.062 2.939 0.10
H -1.337 -3.717 3.922 0.10
H -1.256 -3.700 0.757 0.06
H -2.646 -4.117 1.802 0.12
H -3.233 -1.975 2.245 0.11
H -1.580 -1.459 2.692 0.09
H -2.936 -1.471 -0.195 0.13
H -2.347 -0.093 0.776 0.13
H -0.439 -2.266 -0.434 0.11
H -1.001 0.636 -1.361 0.13
H -1.533 -0.911 -2.247 0.13
H 0.804 -1.732 -2.443 0.08
H -0.011 -0.187 -4.650 -0.10
H 2.799 -0.600 -1.702 0.15
H 1.927 0.855 -1.071 0.15
H 1.707 -1.951 -0.109 0.16
H 0.324 -0.657 1.761 0.14
H 0.308 0.614 0.394 0.15
O -3.613 -0.057 4.192 -0.34
P -4.310 0.057 5.563 0.78
N -4.635 1.745 5.411 -0.31
C -4.427 2.812 6.371 -0.12
C -5.649 2.101 4.417 -0.14
N -2.840 -0.265 6.450 -0.34
C -2.023 0.784 7.033 -0.14
C -1.921 -1.196 5.788 -0.17
N -5.214 -0.041 7.065 -0.31
C -6.659 0.168 6.999 -0.12
C -4.732 -0.217 8.418 -0.12
H -5.014 2.690 7.291 0.08
H -4.704 3.781 5.952 0.08
H -3.378 2.931 6.627 0.06
H -6.663 1.911 4.785 0.06
H -5.512 1.520 3.501 0.07
H -5.585 3.150 4.124 0.08
H -1.622 1.466 6.270 0.09
H -1.174 0.356 7.573 0.09
H -2.563 1.358 7.783 0.06
H -1.333 -0.699 5.007 0.07
H -2.462 -2.029 5.335 0.06
H -1.223 -1.625 6.513 0.08
H -6.915 1.222 7.135 0.08
H -7.192 -0.410 7.755 0.08
H -7.046 -0.162 6.033 0.08
H -4.462 0.742 8.868 0.08
H -3.883 -0.896 8.483 0.08
H -5.493 -0.668 9.064 0.08
O 5.318 5.354 -4.977 -0.31
P 4.061 5.035 -5.805 0.77
N 4.178 3.327 -5.570 -0.31
C 4.064 2.256 -6.540 -0.12
C 3.897 2.862 -4.215 -0.16
N 4.782 5.568 -7.300 -0.35
C 5.369 4.653 -8.263 -0.15
C 5.717 6.693 -7.158 -0.15
N 2.516 4.873 -6.628 -0.31
C 1.375 4.411 -5.843 -0.13
C 2.199 5.049 -8.029 -0.12
H 3.079 2.212 -7.027 0.07
H 4.224 1.280 -6.074 0.08
H 4.838 2.309 -7.300 0.06
H 2.820 2.847 -4.008 0.03
H 4.371 3.516 -3.477 0.07
H 4.294 1.861 -4.030 0.07
H 6.222 4.103 -7.843 0.09
H 5.728 5.197 -9.142 0.09
H 4.642 3.946 -8.658 0.06
H 6.700 6.361 -6.809 0.08
H 5.337 7.436 -6.457 0.07
H 5.854 7.198 -8.118 0.08
H 1.289 3.320 -5.870 0.07
H 0.434 4.834 -6.196 0.08
H 1.481 4.725 -4.802 0.08
H 2.377 4.129 -8.594 0.08
H 2.753 5.865 -8.492 0.09
H 1.147 5.314 -8.177 0.08

***

(2)
121
Properties=species:S:1:pos:R:3:lowdin_charge:R:1 method="wB97M-V/def2-TZVPD" relative_energy_ev=3.054 total_charge=-1 orbital_gap_ev=9.13 homo_ev=-6.9654
O -10.024 -13.921 21.093 0.14
C -9.758 -12.996 20.374 -0.39
O -10.555 -12.076 19.914 0.24
B -9.801 -11.129 19.080 -0.84
O -8.426 -11.695 18.932 0.19
C -8.350 -12.808 19.716 -0.25
O -7.335 -13.472 19.970 0.10
O -9.633 -9.772 19.659 0.25
C -10.291 -8.895 18.991 -0.37
O -10.371 -7.698 19.230 0.10
C -10.912 -9.591 17.765 -0.32
O -10.564 -10.883 17.802 0.18
O -11.513 -9.031 16.818 0.13
C -12.314 -11.591 22.691 -0.05
C -13.251 -12.503 21.856 -0.31
O -14.605 -12.439 22.221 -0.09
H -12.482 -11.668 23.765 0.07
H -12.448 -10.525 22.503 0.07
H -11.262 -11.790 22.484 0.05
H -12.938 -13.547 21.873 0.10
H -13.301 -12.301 20.786 0.09
H -15.101 -13.064 21.688 0.08
C -9.033 -9.460 23.368 -0.07
C -7.747 -8.687 23.516 -0.32
O -7.978 -7.341 23.325 -0.07
H -9.667 -9.216 24.220 0.08
H -8.843 -10.530 23.452 0.08
H -9.695 -9.293 22.518 0.07
H -7.067 -8.999 22.724 0.11
H -7.291 -8.918 24.478 0.12
H -7.191 -6.867 23.606 0.11
C -6.649 -9.078 17.595 -0.05
C -7.563 -8.405 16.506 -0.25
O -7.666 -9.235 15.354 -0.08
H -5.675 -9.254 17.136 0.07
H -6.958 -10.034 18.019 0.05
H -6.617 -8.347 18.403 0.06
H -7.129 -7.431 16.281 0.11
H -8.544 -8.190 16.931 0.10
H -6.875 -9.038 14.846 0.09
C -8.764 -12.672 15.519 -0.08
C -9.630 -12.186 14.379 -0.29
O -9.896 -10.847 14.760 -0.08
H -9.143 -12.389 16.501 0.05
H -7.783 -12.198 15.475 0.08
H -8.635 -13.754 15.515 0.07
H -10.536 -12.790 14.402 0.10
H -9.151 -12.241 13.401 0.10
H -9.058 -10.522 15.096 0.02
C -6.942 -4.388 19.925 -0.07
C -7.920 -5.615 20.149 -0.27
O -8.478 -5.910 18.861 -0.11
H -6.514 -4.016 20.855 0.06
H -7.389 -3.629 19.283 0.07
H -6.087 -4.771 19.368 0.06
H -8.733 -5.363 20.830 0.08
H -7.463 -6.547 20.481 0.10
H -9.086 -6.652 18.903 0.00
C -13.948 -11.978 17.887 -0.07
C -14.104 -12.347 16.397 -0.34
O -12.948 -11.977 15.741 -0.06
H -13.596 -10.947 17.925 0.08
H -13.144 -12.600 18.281 0.05
H -14.890 -12.131 18.412 0.07
H -14.988 -11.916 15.928 0.11
H -14.258 -13.425 16.369 0.09
H -12.250 -12.507 16.132 0.04
C -10.213 -16.061 17.522 -0.06
C -10.898 -14.688 17.646 -0.31
O -11.682 -14.510 16.518 -0.06
H -9.745 -16.311 18.474 0.05
H -9.492 -16.059 16.704 0.07
H -10.924 -16.868 17.345 0.07
H -10.138 -13.912 17.740 0.10
H -11.507 -14.638 18.549 0.11
H -12.325 -15.220 16.460 0.10
C -6.687 -17.060 18.392 -0.07
C -5.487 -16.053 18.298 -0.28
O -5.989 -14.732 18.023 -0.11
H -6.252 -18.059 18.358 0.06
H -7.342 -16.930 17.531 0.05
H -7.272 -16.902 19.298 0.06
H -4.880 -16.371 17.451 0.10
H -4.875 -15.980 19.198 0.10
H -6.486 -14.363 18.757 0.01
C -8.958 -18.704 22.189 -0.09
C -9.613 -17.398 21.686 -0.31
O -8.744 -16.308 22.020 -0.09
H -8.081 -19.015 21.622 0.06
H -9.658 -19.540 22.183 0.06
H -8.666 -18.641 23.238 0.07
H -10.602 -17.284 22.129 0.10
H -9.807 -17.446 20.615 0.09
H -9.166 -15.493 21.736 0.02
C -14.298 -5.732 17.265 -0.08
C -13.031 -6.007 16.336 -0.30
O -13.371 -6.775 15.221 -0.07
H -14.167 -4.835 17.870 0.05
H -14.750 -6.541 17.838 0.06
H -15.165 -5.468 16.658 0.05
H -12.408 -6.611 16.995 0.08
H -12.452 -5.125 16.065 0.11
H -13.802 -6.188 14.595 0.08
C -11.522 -6.062 22.148 -0.08
C -10.586 -5.480 23.229 -0.31
O -10.338 -6.500 24.181 -0.10
H -11.671 -5.337 21.348 0.07
H -12.535 -6.267 22.496 0.07
H -11.133 -6.952 21.652 0.05
H -11.073 -4.627 23.702 0.10
H -9.695 -5.059 22.764 0.09
H -9.477 -6.854 23.947 0.00
C -4.265 -11.461 20.192 -0.08
C -4.428 -12.674 21.093 -0.32
O -3.490 -12.638 22.163 -0.09
H -3.259 -11.395 19.777 0.07
H -4.486 -10.593 20.812 0.07
H -5.004 -11.450 19.391 0.07
H -4.254 -13.631 20.602 0.10
H -5.449 -12.624 21.471 0.10
H -2.619 -12.392 21.841 0.07